P:
{"formula": "C4H4", "method": "the ωB97M-V functional and the def2-TZVPD basis", "spin_multiplicity": 1, "mol_weight_g_mol": 52.1, "smiles": "C=C1C=C1", "orbital_gap_ev": [8.20, 8.20], "elements": ["H", "C", "C", "H", "C", "H", "H", "C"], "xyz": [[2.2551, -0.8839, 0.3276], [0.0498, 0.1173, 0.1208], [-1.3493, 0.2497, 0.7424], [-2.1843, 0.9164, 0.3922], [0.6635, 0.0654, -1.1331], [0.8068, 0.0599, -2.2087], [-1.5484, 0.0029, 1.8327], [1.3068, -0.5276, -0.0739]], "mulliken_charge": [0.333, 0.068, -0.774, 0.224, -0.191, 0.347, 0.203, -0.210]}

---

Q:
{"formula": "C4H4", "method": "the ωB97M-V functional and the def2-TZVPD basis", "spin_multiplicity": 1, "mol_weight_g_mol": 52.1, "orbital_gap_ev": 8.00, "elements": ["C", "H", "C", "C", "C", "H", "H", "H"], "xyz": [[1.1493, -0.7349, 0.0293], [-1.1853, 1.4568, 0.7028], [-0.8932, 0.7566, -0.0069], [-1.5313, -0.5700, 0.0418], [-0.1791, -0.5864, 0.0586], [1.5400, -1.4680, -0.5164], [-0.6590, 1.3062, -0.8726], [1.7586, -0.1603, 0.5633]], "mulliken_charge": [-0.713, 0.237, -0.506, -0.513, 0.622, 0.292, 0.245, 0.335]}

---

Result of the stability comparison: P is the most stable of them.

---

P:
{"formula": "C8H16Br8", "method": "the ωB97M-V functional and the def2-TZVPD basis", "spin_multiplicity": 1, "mol_weight_g_mol": 751.4, "smiles": "BrCCBr.BrCCBr.BrCCBr.BrCCBr", "orbital_gap_ev": 10.79, "elements": ["C", "Br", "H", "H", "C", "H", "H", "Br", "H", "H", "H", "H", "C", "H", "C", "H", "H", "C", "Br", "Br", "H", "C", "Br", "H", "Br", "H", "H", "H", "C", "Br", "Br", "C"], "xyz": [[12.2838, -19.2465, -14.8440], [19.8797, -15.9134, -19.9978], [12.7975, -19.1184, -13.8912], [18.1965, -15.2170, -18.1663], [18.6020, -14.7425, -19.0599], [17.8198, -14.5633, -19.7975], [20.7819, -19.4833, -13.1116], [7.7586, -28.5728, -8.4860], [19.8779, -12.9767, -19.3060], [19.7407, -17.8771, -11.6843], [11.2172, -19.0879, -14.6850], [19.8169, -13.6127, -17.6655], [20.0057, -18.8710, -11.3236], [8.2677, -29.8950, -10.5837], [21.1678, -19.4521, -12.0927], [11.8618, -20.8916, -16.3228], [21.6394, -20.3581, -11.7122], [12.3737, -20.5960, -15.4070], [12.2069, -21.9383, -13.9283], [17.8235, -12.0622, -17.9863], [6.6934, -27.1279, -11.2322], [7.4470, -27.9077, -11.3421], [12.9819, -18.0284, -16.1755], [8.3018, -27.2454, -11.2052], [18.3815, -20.0250, -11.5271], [6.5110, -29.5490, -10.2607], [13.4021, -20.5825, -15.7680], [20.1996, -18.8071, -10.2529], [19.2139, -13.3866, -18.5450], [22.6568, -18.1240, -12.1080], [7.1765, -28.4082, -13.2588], [7.5074, -29.1334, -10.4108]], "mulliken_charge": [-0.534, -0.146, 0.401, 0.350, -0.559, 0.358, 0.347, -0.162, 0.380, 0.379, 0.344, 0.351, -0.612, 0.369, -0.534, 0.415, 0.368, -0.644, -0.176, -0.150, 0.382, -0.601, -0.153, 0.370, -0.163, 0.318, 0.345, 0.377, -0.583, -0.163, -0.154, -0.521]}

---

Q:
{"formula": "C8H16Br8", "method": "the ωB97M-V functional and the def2-TZVPD basis", "spin_multiplicity": 1, "mol_weight_g_mol": 751.4, "smiles": "BrCCBr.BrCCBr.BrCCBr.BrCCBr", "orbital_gap_ev": 10.44, "elements": ["H", "Br", "Br", "C", "C", "H", "Br", "Br", "C", "H", "H", "H", "H", "C", "C", "H", "H", "Br", "H", "H", "H", "Br", "Br", "Br", "H", "C", "C", "H", "H", "C", "H", "H"], "xyz": [[5.8129, 9.8774, 7.4724], [-5.4302, -6.3044, -1.2499], [-1.4890, -1.3602, -8.7063], [2.1281, 0.1944, 1.4802], [4.9551, 10.2189, 5.3891], [-5.4320, -8.7209, 0.7409], [4.4296, 8.3178, 5.3334], [1.9599, -0.8156, -0.1659], [-5.6915, -6.5786, 0.6514], [-2.3629, -3.2945, -7.4711], [1.1796, 1.7432, 2.6068], [2.2299, -0.5346, 2.2841], [3.0760, 0.7325, 1.4713], [-0.8233, -4.0872, -8.7479], [6.0071, 10.2864, 6.4809], [5.2408, 10.3945, 4.3520], [-6.3117, -5.7828, 1.0637], [6.5473, 12.2077, 6.7615], [-7.0985, -8.3305, 0.4356], [-1.1087, -5.0753, -8.3871], [4.0906, 10.8338, 5.6395], [-6.5469, -8.3044, 2.8851], [1.0537, -3.9520, -9.1088], [-0.6000, -0.0312, 2.2814], [-0.6730, -3.0864, -6.8068], [-6.2114, -7.9951, 0.9730], [-1.3204, -3.0574, -7.6832], [-1.3336, -4.0110, -9.7081], [6.8321, 9.8043, 5.9565], [0.9594, 1.1543, 1.7164], [-4.8298, -6.2211, 1.2151], [0.7610, 1.7781, 0.8449]], "mulliken_charge": [0.408, -0.144, -0.142, -0.653, -0.503, 0.337, -0.154, -0.112, -0.625, 0.331, 0.342, 0.389, 0.352, -0.671, -0.641, 0.349, 0.372, -0.179, 0.374, 0.341, 0.356, -0.155, -0.107, -0.145, 0.397, -0.555, -0.553, 0.404, 0.364, -0.559, 0.395, 0.386]}

---

Result of the stability comparison: Q is the most stable of them.

---

P:
{"formula": "C3H6N3P", "method": "the ωB97M-V functional and the def2-TZVPD basis", "spin_multiplicity": 1, "mol_weight_g_mol": 115.1, "orbital_gap_ev": 10.04, "elements": ["H", "C", "N", "H", "H", "C", "H", "H", "N", "P", "N", "C", "H"], "xyz": [[1.7152, 0.0671, 0.9583], [1.4760, -0.4503, 0.0477], [-2.0534, -0.3791, 0.1748], [-1.2724, 1.8697, -1.1730], [1.6556, -0.1010, -0.9629], [-0.5791, 1.4610, -0.5438], [2.0528, -1.4316, 0.2561], [0.4546, 1.4571, -0.9417], [-0.2992, -1.9579, 0.7748], [-1.8893, -1.8391, 0.9687], [0.1146, -0.8135, 0.2087], [-0.8495, 0.0475, -0.1390], [-0.5256, 2.0703, 0.3713]], "mulliken_charge": [0.365, -1.070, -0.573, 0.369, 0.445, -0.953, 0.289, 0.267, -0.663, 0.032, 0.597, 0.662, 0.233]}

---

Q:
{"formula": "C3H6N3P", "method": "the ωB97M-V functional and the def2-TZVPD basis", "spin_multiplicity": 1, "mol_weight_g_mol": 115.1, "smiles": "NPc1ccn[nH]1", "orbital_gap_ev": 8.91, "elements": ["C", "N", "N", "H", "C", "H", "P", "C", "H", "H", "H", "N", "H"], "xyz": [[1.1023, -0.4929, 2.0897], [0.4754, -1.5245, 1.4897], [-0.0876, -1.0681, 0.3726], [-0.3079, -0.0033, -3.0940], [1.1132, 0.6826, 1.3584], [-1.8447, 0.1118, -2.6118], [-0.5255, 1.2410, -1.0945], [0.1705, 0.1685, 0.0712], [1.6052, -0.5420, 2.9787], [1.4282, 1.7042, 1.5995], [-0.4827, -1.5840, -0.3900], [-0.8917, 0.0067, -2.2580], [-1.7546, 1.2998, -0.5114]], "mulliken_charge": [-0.325, -0.947, 0.346, 0.233, -0.335, 0.245, -0.034, 0.262, 0.483, 0.339, 0.362, -0.635, 0.006]}

---

Result of the stability comparison: P is the most stable of them.

---

P:
{"formula": "C4H16N2O2", "method": "the ωB97M-V functional and the def2-TZVPD basis", "spin_multiplicity": 1, "mol_weight_g_mol": 124.2, "smiles": "CNC[C@@H](C)N.O.O", "orbital_gap_ev": 9.95, "elements": ["N", "H", "H", "H", "O", "H", "C", "H", "C", "H", "H", "H", "H", "H", "O", "H", "H", "H", "N", "H", "H", "H", "C", "C"], "xyz": [[0.6809, -1.2138, -0.1660], [0.6969, 0.8295, 0.2327], [2.6487, -0.8856, -0.8242], [-0.5741, 2.1996, 1.7832], [-0.9508, 2.4332, -1.9241], [1.2268, -0.2184, 1.6059], [0.5261, -0.1106, 0.7709], [2.1238, -2.5710, -0.8603], [-0.8898, 0.0118, 1.3412], [-2.0591, 1.5578, 2.1685], [-2.2689, -0.8991, 0.0649], [-0.7623, 1.0820, 3.2444], [0.0795, -2.0155, -0.0491], [0.6247, -0.9431, -3.7526], [1.1810, -0.7331, -2.9966], [2.5774, -1.9022, 0.6426], [-1.4801, 0.3263, -0.5733], [-0.9880, 3.2195, -1.3641], [-1.9076, 0.0211, 0.2834], [-1.0259, 1.6515, -1.3646], [-1.0890, -0.7681, 2.0809], [0.5595, -0.7161, -2.2506], [-0.9965, 1.2834, 2.2031], [2.0668, -1.6390, -0.2961]], "mulliken_charge": [-0.123, 0.320, 0.311, 0.312, -0.681, 0.357, -0.719, 0.356, 0.301, 0.418, 0.302, 0.362, 0.185, 0.295, -0.635, 0.384, 0.271, 0.295, -0.544, 0.132, 0.367, 0.328, -1.562, -1.032]}

---

Q:
{"formula": "C4H16N2O2", "method": "the ωB97M-V functional and the def2-TZVPD basis", "spin_multiplicity": 1, "mol_weight_g_mol": 124.2, "orbital_gap_ev": 4.36, "elements": ["C", "H", "H", "H", "O", "C", "H", "C", "C", "N", "H", "H", "H", "H", "H", "H", "H", "O", "H", "H", "H", "H", "N", "H"], "xyz": [[-0.5066, -1.1039, 1.1257], [-0.3525, 0.8273, 2.1703], [0.7425, 0.5410, 0.8140], [1.0961, 1.1233, -1.0804], [2.3429, 0.3067, -0.2683], [0.0069, -1.8106, -0.2034], [-0.0025, 2.7382, 0.0903], [-0.5943, 2.1451, -0.5958], [-0.3049, 0.3494, 1.2347], [0.2701, 1.5176, -1.5376], [-0.1775, -1.6870, 1.9708], [-0.2123, 0.8804, -2.2222], [0.0267, -2.9313, -0.1587], [3.2022, 0.1659, -0.6844], [2.7750, -0.2384, 2.0456], [2.4452, -0.9032, 2.2847], [-1.8709, 0.3765, -0.4812], [-2.1032, -0.6587, -1.5088], [1.0020, -1.5736, -0.6545], [-0.7339, -1.3250, -0.9958], [-2.8326, -1.2523, -1.4114], [-1.3341, 2.6367, -1.1486], [-1.3029, 1.0959, 0.2835], [-1.5817, -1.2200, 0.9316]], "mulliken_charge": [-0.874, 0.376, 0.156, 0.324, -0.767, -0.680, 0.388, -0.670, -0.123, -0.292, 0.486, 0.323, 0.344, 0.154, -0.010, -0.001, 0.444, -0.791, 0.162, 0.272, 0.226, 0.378, -0.194, 0.369]}

---

R:
{"formula": "C4H16N2O2", "method": "the ωB97M-V functional and the def2-TZVPD basis", "spin_multiplicity": 1, "mol_weight_g_mol": 124.2, "smiles": "CNCCCN.O.O", "orbital_gap_ev": 10.27, "elements": ["H", "O", "C", "H", "H", "H", "H", "H", "H", "C", "H", "O", "H", "C", "H", "N", "H", "C", "H", "H", "H", "H", "N", "H"], "xyz": [[-0.2239, -0.4585, 1.4717], [1.6573, -2.6566, -1.8830], [0.4934, 0.7776, -1.0976], [1.3926, 1.6751, 0.6800], [0.5804, 1.6709, -1.7124], [1.4665, -0.9580, 2.9020], [-2.7731, -0.1078, 0.5820], [-0.3725, 1.6787, 0.6429], [1.0839, -1.9385, -1.5522], [-0.6554, -0.1194, -1.4547], [-2.4759, 0.2489, -2.2960], [-2.5721, -0.3164, 1.4986], [1.4074, 0.1934, -1.2402], [1.4175, 0.0184, 2.4161], [-2.2186, 0.5273, 1.8064], [0.6990, -0.2146, 1.1296], [-0.6965, -1.0576, -0.9021], [0.5137, 1.0797, 0.4189], [2.3446, -2.6792, -1.2166], [0.8830, 0.7008, 3.0768], [-0.4790, -0.4664, -2.4865], [2.4411, 0.3307, 2.2251], [-1.9798, 0.5331, -1.4790], [-1.9337, 1.5386, -1.5298]], "mulliken_charge": [0.292, -0.698, -0.686, 0.493, 0.391, 0.338, 0.328, 0.219, 0.310, -0.676, 0.238, -0.694, 0.261, -1.029, 0.306, -0.338, 0.352, -0.446, 0.311, 0.334, 0.387, 0.365, -0.561, 0.203]}

---

Result of the stability comparison: R is the most stable of them.

---

P:
{"formula": "C3H6O2S2", "method": "the ωB97M-V functional and the def2-TZVPD basis", "spin_multiplicity": 1, "mol_weight_g_mol": 138.2, "smiles": "OC[C@H](O)C(=S)S", "orbital_gap_ev": 8.07, "elements": ["O", "H", "C", "H", "O", "H", "H", "C", "C", "H", "S", "S", "H"], "xyz": [[0.5219, -1.4388, -0.3503], [2.1311, -0.5365, -0.4553], [0.0100, -0.1689, 0.4498], [0.2699, -0.2920, 1.4310], [2.2102, 0.3550, 0.1541], [0.1690, -1.2580, -1.2369], [-2.0589, -2.0788, -0.1541], [0.9660, 0.9810, 0.0886], [-1.4708, 0.2545, 0.1820], [1.2627, 1.7492, 0.8872], [-1.9400, 1.8736, -0.1380], [-2.7113, -0.9096, 0.1423], [0.6400, 1.4692, -1.0003]], "mulliken_charge": [-0.607, 0.371, 0.176, 0.322, -0.554, 0.359, 0.155, -0.487, 0.092, 0.240, -0.184, -0.160, 0.276]}

---

Q:
{"formula": "C3H6O2S2", "method": "the ωB97M-V functional and the def2-TZVPD basis", "spin_multiplicity": 1, "mol_weight_g_mol": 138.2, "smiles": "O=C(O)CCSS", "orbital_gap_ev": 9.20, "elements": ["C", "H", "H", "H", "H", "S", "H", "C", "C", "H", "S", "O", "O"], "xyz": [[-0.9666, -0.9777, 0.1688], [-1.7060, -1.5136, 0.7692], [-1.4876, -0.1696, -0.3389], [-0.4669, 3.1458, 0.7096], [1.1056, -1.0267, 1.0387], [0.7110, 1.0345, -0.0055], [-0.9944, -3.3894, -1.9040], [-0.4760, -1.8459, -0.9722], [0.1703, -0.4673, 1.0799], [0.1733, 0.0636, 2.0324], [0.6594, 2.6315, 1.3421], [-1.2020, -2.9986, -1.0416], [-0.0475, -1.3939, -2.0077]], "mulliken_charge": [-0.577, 0.282, 0.343, 0.168, 0.277, -0.051, 0.338, 0.591, -0.612, 0.483, -0.251, -0.460, -0.532]}

---

Result of the stability comparison: Q is the most stable of them.

---

P:
{"formula": "C2H3NOS3", "method": "the ωB97M-V functional and the def2-TZVPD basis", "spin_multiplicity": 1, "mol_weight_g_mol": 153.3, "smiles": "OC(=S)C(=S)NS", "orbital_gap_ev": 7.95, "elements": ["N", "O", "H", "C", "S", "H", "S", "H", "S", "C"], "xyz": [[0.7392, -0.8651, -0.1266], [-2.0737, 1.2311, -0.1953], [2.7122, -0.2841, 0.9191], [-1.4103, 0.0624, -0.1402], [0.7737, 1.7556, -0.0669], [0.2311, -1.7224, 0.0903], [-2.1196, -1.4036, -0.0565], [-1.3616, 1.9756, -0.1506], [2.4267, -1.0342, -0.1928], [0.0823, 0.2847, -0.0804]], "mulliken_charge": [-0.257, -0.416, 0.144, 0.455, -0.427, 0.253, -0.358, 0.289, -0.104, 0.422]}

---

Q:
{"formula": "C2H3NOS3", "method": "the ωB97M-V functional and the def2-TZVPD basis", "spin_multiplicity": 1, "mol_weight_g_mol": 153.3, "smiles": "S=C1SON[C@H]1S", "orbital_gap_ev": 8.45, "elements": ["H", "H", "H", "O", "N", "S", "S", "C", "S", "C"], "xyz": [[-1.9128, 0.0375, 0.7908], [0.0552, -0.0355, -2.3428], [0.4383, -1.5463, -0.2597], [-0.2093, 0.1170, 2.1457], [-0.9711, -0.4258, 1.0550], [2.0635, 0.8846, -1.1723], [0.8743, 1.2492, 1.5627], [0.9890, 0.5558, -0.0082], [-1.1269, -0.3519, -1.6327], [-0.2003, -0.4845, -0.1386]], "mulliken_charge": [0.267, 0.150, 0.272, -0.228, -0.221, -0.270, 0.114, 0.188, -0.237, -0.034]}

---

Result of the stability comparison: P is the most stable of them.

---

P:
{"formula": "H6N2Si", "method": "the ωB97M-V functional and the def2-TZVPD basis", "spin_multiplicity": 1, "mol_weight_g_mol": 62.1, "smiles": "NN[SiH3]", "orbital_gap_ev": 8.93, "elements": ["H", "N", "H", "H", "H", "Si", "N", "H", "H"], "xyz": [[1.0520, 0.6424, -1.4473], [-0.3649, -0.7402, 0.0152], [-1.0005, 1.0942, -0.1860], [1.1998, 1.1322, 1.0536], [1.9246, -1.1131, 0.4103], [1.2611, 0.0770, -0.1058], [-1.4507, 0.2815, 0.0703], [-0.4770, -1.4599, 0.7337], [-2.1443, 0.0857, -0.5441]], "mulliken_charge": [-0.043, -0.265, 0.207, -0.045, -0.067, 0.252, -0.499, 0.247, 0.213]}

---

Q:
{"formula": "H6N2Si", "method": "the ωB97M-V functional and the def2-TZVPD basis", "spin_multiplicity": 1, "mol_weight_g_mol": 62.1, "smiles": "NN[SiH3]", "orbital_gap_ev": 10.45, "elements": ["H", "N", "H", "Si", "H", "H", "H", "H", "N"], "xyz": [[-1.7195, -0.8665, 0.5072], [-0.2168, 0.4265, 0.6574], [-0.1628, 1.2920, 1.1746], [1.1040, -0.1875, -0.2432], [1.0144, -1.6451, -0.1890], [1.0284, 0.1218, -1.9694], [-1.7605, 0.3129, -0.6317], [2.2892, 0.4169, 0.3404], [-1.5763, 0.1289, 0.3536]], "mulliken_charge": [0.255, -0.175, 0.262, 0.247, -0.090, -0.079, 0.250, -0.104, -0.565]}

---

Result of the stability comparison: Q is the most stable of them.

---

P:
{"formula": "C3HO3", "method": "the ωB97M-V functional and the def2-TZVPD basis", "spin_multiplicity": 1, "mol_weight_g_mol": 85.0, "charge": -1, "smiles": "O=CC1=C([O-])O1", "orbital_gap_ev": 7.74, "elements": ["O", "C", "H", "O", "O", "C", "C"], "xyz": [[1.3937, 1.1934, 1.6803], [0.2201, -0.2614, 0.0195], [-1.7228, -0.8689, 0.3910], [-1.4187, -0.6049, -1.6890], [1.4913, 0.4239, -0.5611], [1.0473, 0.5899, 0.7004], [-1.0108, -0.4721, -0.5412]], "mulliken_charge": [-0.645, -0.465, 0.138, -0.623, -0.428, 0.947, 0.076]}

---

Q:
{"formula": "C3HO3", "method": "the ωB97M-V functional and the def2-TZVPD basis", "spin_multiplicity": 1, "mol_weight_g_mol": 85.0, "charge": -1, "orbital_gap_ev": [7.28, 7.27], "elements": ["O", "C", "C", "O", "O", "C", "H"], "xyz": [[-1.4949, 0.7000, -0.6313], [-1.0763, -0.3517, 0.5063], [1.1243, 0.3941, 0.8487], [-0.8474, -1.1050, -1.9499], [1.8629, -0.5309, 1.1996], [-1.0554, -0.5435, -0.8999], [1.4869, 1.4369, 0.9264]], "mulliken_charge": [-0.357, -0.576, -0.050, -0.646, -0.489, 0.946, 0.170]}

---

Result of the stability comparison: P is the most stable of them.